# C18H26BClN3O5P

C18H26BClN3O5P in the gas phase at a distorted geometry (the ωB97M-V functional and the def2-TZVPD basis, the Open Molecules 2025 dataset).

Last column: Löwdin charge in e.
Atoms and positions in Å:
H1 -2.979 -1.409 -2.764  0.07
O1 3.868 0.895 -4.094  -0.36
H2 -3.639 2.416 1.691  0.12
H3 2.954 0.551 -4.027  0.04
C1 -3.836 -0.828 -3.188  0.01
H4 0.659 3.719 -1.564  0.05
C2 1.223 -2.255 2.094  -0.04
H5 -2.984 -2.406 -0.107  0.11
H6 -4.431 -1.035 1.220  0.10
Cl1 3.191 3.567 -2.828  0.19
C3 4.185 -0.565 0.850  -0.03
C4 -4.193 1.319 -0.099  -0.18
C5 -4.440 0.192 -2.144  -0.49
O2 6.228 -1.941 1.586  0.14
H7 -2.227 2.051 0.619  0.09
C6 3.587 0.691 -1.279  -0.30
H8 4.239 -0.366 3.655  0.06
H9 -3.077 0.583 3.076  0.11
C7 0.683 2.815 -0.893  -0.11
H10 -4.653 -1.519 -3.531  0.09
O3 1.316 0.668 -2.135  -0.12
H11 -1.681 0.306 1.992  0.11
C8 -3.168 1.617 1.045  -0.15
C9 -3.360 -1.017 1.542  -0.19
N1 2.521 -1.865 2.124  0.13
H12 6.870 -2.100 2.302  0.11
C10 -2.812 0.394 1.994  -0.18
B1 5.284 -0.990 1.959  -0.54
H13 5.678 0.599 -0.340  0.11
H14 5.448 0.646 3.249  0.07
C11 4.616 0.279 -0.243  -0.03
C12 -1.246 -2.516 1.211  -0.13
C13 2.193 0.232 -1.154  -0.19
N2 0.475 -1.096 0.019  0.16
C14 0.199 -1.909 1.062  -0.20
H15 -3.304 -1.683 2.457  0.10
H16 -1.406 -2.618 2.326  0.11
H17 -4.604 2.321 -0.432  0.14
H18 -5.097 0.733 0.224  0.13
H19 0.886 -2.925 2.933  0.12
H20 -3.481 -0.269 -4.097  0.09
C15 2.770 -1.068 1.012  -0.15
H21 -0.074 3.010 -0.077  0.07
H22 -1.978 -0.916 -0.242  0.08
C16 0.241 1.482 -1.613  -0.22
H23 -1.221 -3.581 0.830  0.12
N3 5.204 -0.349 3.301  0.12
O4 -5.621 0.442 -2.193  0.09
P1 4.237 1.750 -2.672  0.61
H24 1.698 2.787 -0.424  0.06
C17 1.797 -0.666 -0.009  -0.09
C18 -2.361 -1.671 0.487  -0.19
H25 -0.465 0.946 -0.931  0.09
O5 -3.538 0.759 -1.271  -0.05
H26 -0.374 1.791 -2.509  0.13

Computed properties:
DFT total energy, Ha: -2068.40206
SMILES string: CCOc1c(P(O)Cl)cc(B(N)O)c2ncc(CCCCCCOC(C)=O)nc12
E_HOMO, eV: -8.7
Kohn-Sham gap, eV: 7.7
Relative energy (zero: lowest compared OMol25 entry of this formula, charge and spin), kcal per mole: 0.0
Maximum force, eV/A: 4.1

---

# C18H26Cl2N3OS3Tc

A molecular structure, C18H26Cl2N3OS3Tc (the ωB97M-V functional and the def2-TZVPD basis, the Open Molecules 2025 dataset).

Last column: Löwdin charge in e.
Atoms and positions in Å:
C1 -1.176 -0.807 4.903  -0.49
S1 1.147 -1.017 1.439  0.84
H1 0.748 1.817 1.351  0.08
C2 2.641 -0.245 3.678  -0.50
H2 3.488 -1.246 1.932  0.10
N1 2.130 0.069 -1.623  -0.02
H3 5.008 0.487 -4.203  0.13
C3 2.881 0.678 -3.851  -0.13
H4 0.831 -1.587 5.043  0.07
C4 -0.365 2.885 -0.004  -0.17
H5 0.849 1.730 -6.434  0.14
C5 4.447 -0.088 -2.216  0.03
N2 0.682 1.855 0.331  -0.07
H6 1.586 2.195 0.005  0.12
S2 -1.687 -1.206 3.212  0.90
H7 -0.019 3.840 0.391  0.14
H8 3.511 0.350 3.958  0.10
H9 2.970 0.423 1.639  0.07
H10 -2.472 1.468 -1.143  0.12
C6 1.125 1.388 -5.445  -0.06
C7 1.888 0.508 -2.887  -0.14
H11 1.362 -2.566 3.166  0.08
C8 -2.420 1.351 -0.060  -0.19
Cl1 -1.484 1.479 -4.827  0.89
H12 -1.358 -3.096 1.895  0.08
C9 -0.777 -2.684 2.721  -0.48
H13 -3.438 1.268 0.319  0.14
Tc1 0.301 -0.051 -0.412  1.21
C10 0.695 -2.558 2.306  -0.39
C11 0.141 1.196 -4.487  -0.55
H14 0.986 -3.384 1.656  0.11
H15 3.575 -0.611 -0.321  0.09
H16 -1.626 2.376 1.670  0.13
H17 -0.415 2.965 -1.091  0.12
C12 2.729 -0.499 2.172  -0.45
H18 5.449 -0.348 -1.903  0.14
H19 -1.581 -1.571 5.568  0.10
H20 -0.829 -3.430 3.516  0.11
H21 2.721 -1.174 4.240  0.09
H22 -1.741 -0.108 1.249  -0.02
S3 1.139 0.632 4.173  0.90
C13 0.306 -0.643 5.182  -0.48
H23 -2.267 -0.695 -0.176  0.13
C14 2.465 1.140 -5.158  -0.54
O1 -0.346 0.500 -2.257  -0.15
H24 -2.360 3.404 0.471  0.14
C15 4.201 0.372 -3.491  0.06
Cl2 3.615 1.381 -6.355  0.94
C16 -1.717 2.530 0.589  -0.16
H25 -1.724 0.113 5.116  0.09
C17 0.504 0.747 -3.184  -0.31
N3 -1.713 0.060 0.231  -0.11
H26 0.428 -0.367 6.230  0.10
C18 3.393 -0.231 -1.316  -0.06

Computed properties:
DFT total energy, Ha: -3135.78335
Spin multiplicity: 2
E_HOMO (spin up / spin down), eV: -17.0 / -17.0
Kohn-Sham gap (spin up / spin down), eV: 6.0 / 5.0
Net charge: +3
Relative energy (zero: lowest compared OMol25 entry of this formula, charge and spin), kcal per mole: 3.1
Maximum force, eV/A: 0.6

---

# C18H26CoF5N9OSTe

A molecular structure, C18H26CoF5N9OSTe at a distorted geometry (the ωB97M-V functional and the def2-TZVPD basis, the Open Molecules 2025 dataset).

Last column: Löwdin charge in e.
Atoms and positions in Å:
C1 1.429 1.765 1.498  -0.21
Te1 -1.725 -2.611 -2.609  2.01
N1 0.395 0.819 1.112  -0.03
C2 -3.392 1.141 2.719  -0.16
C3 2.206 -2.636 0.084  -0.08
H1 2.741 -3.462 0.535  0.13
H2 -2.080 2.487 -0.802  0.09
C4 -0.411 1.862 -1.966  -0.36
H3 2.197 1.778 0.722  0.10
N2 -1.076 1.901 2.596  -0.03
H4 -3.644 -0.686 1.585  0.13
N3 2.755 -1.344 1.836  -0.01
N4 2.034 -1.522 0.733  -0.05
N5 3.145 -0.552 3.892  0.03
H5 -0.779 3.916 2.940  0.12
N6 0.742 1.377 -1.554  0.04
H6 -2.476 1.409 -2.161  0.09
H7 -2.521 2.842 3.724  0.12
H8 0.354 3.490 0.806  0.11
N7 1.407 -1.565 -1.845  0.07
C5 1.607 -4.082 -1.779  0.02
H9 -3.691 1.747 1.861  0.12
H10 -0.060 -2.280 -4.909  0.11
H11 -2.773 -0.878 3.114  0.12
H12 1.682 -4.843 -1.012  0.13
C6 -2.250 1.820 3.448  -0.15
H13 4.110 -0.587 3.608  0.08
O1 -0.592 -0.873 -2.917  -0.33
F1 -2.481 -2.108 -4.267  -0.44
H14 0.351 2.862 3.798  0.13
N8 -0.212 2.638 -3.051  0.12
C7 0.161 -2.494 -3.865  -0.07
F2 -1.935 -4.414 -3.494  -0.60
C8 -1.750 1.620 -1.378  0.01
C9 2.227 -1.102 3.028  -1.00
H15 1.607 3.864 2.005  0.12
H16 -0.941 3.104 -3.563  0.16
H17 1.337 -5.572 -3.362  0.14
C10 0.693 -1.338 -3.107  -0.50
H18 -1.359 -0.836 0.924  0.07
C11 1.695 -2.684 -1.269  -0.25
H19 -4.250 1.039 3.384  0.12
H20 -1.726 0.750 -0.726  0.05
H21 1.914 1.428 2.422  0.10
C12 0.839 3.143 1.723  -0.15
H22 2.939 -0.678 4.870  0.06
C13 1.132 2.635 -3.356  -0.07
S1 0.687 -1.485 3.591  0.53
C14 -0.759 0.880 1.746  -0.40
H23 2.746 1.594 -2.294  0.11
F3 -0.631 -1.684 -0.279  -0.49
N9 -1.678 -0.072 1.523  0.07
F4 -3.175 -1.433 -1.990  -0.55
C15 1.709 1.844 -2.419  -0.12
C16 -0.172 3.010 2.844  -0.16
C17 -2.916 -0.217 2.250  -0.17
H24 1.303 -0.625 -3.670  0.15
H25 1.537 3.179 -4.185  0.11
F5 1.418 -3.682 -4.085  0.01
Co1 0.897 -0.310 -0.378  0.57
C18 1.471 -4.570 -2.997  0.00
H26 -2.014 1.280 4.373  0.13

Computed properties:
DFT total energy, Ha: -3817.75526
Spin multiplicity: 2
E_HOMO (spin up / spin down), eV: -7.1 / -7.1
Kohn-Sham gap (spin up / spin down), eV: 6.0 / 6.0
Relative energy (zero: lowest compared OMol25 entry of this formula, charge and spin), kcal per mole: 145.5
Maximum force, eV/A: 1.8

---

# C18H26CrN4O15P3S2

A molecular structure, C18H26CrN4O15P3S2 at a distorted geometry (the ωB97M-V functional and the def2-TZVPD basis, the Open Molecules 2025 dataset).

Last column: Löwdin charge in e.
Atoms and positions in Å:
O1 4.429 0.077 -1.131  -0.27
O2 4.333 -1.627 0.778  -0.25
H1 -0.125 -5.360 -1.250  0.07
O3 -0.456 2.668 -3.282  -0.33
O4 0.412 -1.889 3.090  -0.18
C1 -0.813 2.235 6.401  -0.10
H2 1.581 0.902 -2.751  0.04
H3 0.317 4.668 4.340  0.10
C2 0.286 2.585 3.874  0.02
C3 -0.577 1.130 5.609  -0.02
C4 -0.035 1.305 4.333  -0.16
H4 3.051 -2.945 -0.966  0.03
C5 -0.383 -3.132 -0.074  -0.08
N1 0.199 0.217 3.500  -0.19
O5 1.811 -3.097 0.613  -0.07
H5 -3.616 2.195 -5.001  0.08
N2 -0.533 -1.927 0.546  0.08
H6 2.521 3.803 -2.151  0.08
H7 -3.369 -0.749 1.654  0.08
H8 -3.489 -2.642 -0.322  0.17
H9 2.731 1.765 -3.766  0.08
Cr1 1.245 -1.244 1.468  0.93
S1 -0.429 0.873 -0.876  0.41
H10 -2.822 0.210 0.261  0.06
H11 0.714 2.686 2.890  0.13
H12 -1.794 0.124 1.673  0.06
H13 -3.145 0.657 -5.754  0.07
H14 1.438 2.783 -1.199  0.04
O6 0.538 0.441 2.253  -0.18
N3 -2.499 -2.612 -0.130  0.20
P1 3.582 -0.936 -0.501  0.24
O7 3.478 -3.074 2.645  -0.14
C6 -1.820 -1.630 0.503  -0.35
H15 -0.897 -0.098 -3.740  0.06
O8 -2.683 1.762 -2.639  -0.36
C7 0.952 2.884 -3.290  -0.48
O9 1.181 -4.787 -0.708  0.05
O10 2.839 -0.669 2.604  -0.31
H16 3.930 -3.690 2.071  0.07
C8 -1.907 -0.420 -3.507  -0.08
C9 -1.610 -3.585 -0.521  -0.06
P2 4.025 -1.567 2.365  0.19
C10 -2.881 0.745 -3.606  -0.47
O11 5.266 -1.327 3.114  -0.29
C11 1.484 3.508 -2.008  -0.10
H17 -0.701 4.366 6.575  0.09
O12 -1.077 -5.669 -1.527  0.11
H18 0.894 4.382 -1.736  0.04
H19 1.252 1.104 -4.487  0.07
H20 -1.908 1.817 -5.206  0.07
C12 -2.884 1.389 -4.991  -0.06
H21 -1.897 -0.822 -2.498  0.03
O13 -3.208 -5.053 -1.399  0.07
N4 0.062 -0.994 3.940  0.06
C13 0.059 3.678 4.686  -0.07
H22 -0.802 0.134 5.952  0.10
P3 -1.322 2.310 -1.942  -0.13
H23 -1.244 2.102 7.386  0.10
C14 -2.499 -0.444 1.071  -0.04
H24 -3.898 0.372 -3.398  0.13
C15 -2.029 -4.829 -1.190  -0.50
C16 -0.502 3.509 5.945  -0.10
C17 0.968 -3.728 -0.072  -0.52
H25 1.093 3.595 -4.123  0.13
C18 1.674 1.577 -3.599  -0.06
H26 -2.206 -1.206 -4.198  0.08
O14 3.478 -2.236 -1.452  -0.12
S2 -1.937 3.968 -1.061  0.10
O15 2.173 -0.541 -0.086  -0.39

Computed properties:
DFT total energy, Ha: -4914.65889
Spin multiplicity: 4
E_HOMO (spin up / spin down), eV: -2.3 / -2.3
Kohn-Sham gap (spin up / spin down), eV: 6.2 / 6.1
Net charge: -2
Relative energy (zero: lowest compared OMol25 entry of this formula, charge and spin), kcal per mole: 26.7
Maximum force, eV/A: 2.6